No. 1
The following is a quantum chemistry calculation of a structure of composition C34H34N3O5P2Pt, from the Open Molecules 2025 dataset.

- energy above the lowest of the compared OMol25 structures with the same formula, charge and spin (kcal/mol) = 25.04
- charge = -1

Each line ends with the Mulliken charge.
Element x y z (Å)
Pt: -0.5530 1.1651 -0.9335  1.589
C: 0.7195 0.2451 -4.1666  -0.908
C: 0.5174 -1.0161 -3.4032  -0.075
N: 0.3059 -1.0821 -2.1115  0.103
C: 0.1965 -2.4301 -1.7980  0.189
C: 0.3501 -3.1715 -2.9430  0.234
N: 0.5514 -2.2599 -3.9424  -0.067
C: 0.3469 -4.6389 -3.2821  0.660
O: 0.2021 -5.4302 -2.3028  -0.748
O: 0.5161 -4.9152 -4.4727  -0.753
C: -0.0616 -2.8835 -0.3842  0.005
O: -0.1611 -4.1724 -0.2048  -0.711
O: -0.2018 -2.0662 0.5022  -0.441
H: 0.2697 1.0546 -3.5891  -0.134
H: 0.2608 0.1971 -5.1551  0.411
H: 1.7833 0.4626 -4.2894  0.232
H: 0.6962 -2.5506 -4.8970  0.229
H: 0.0697 -4.7606 -1.1309  0.405
C: -0.1463 3.7582 1.8617  -1.375
N: 0.7785 2.6204 1.8457  0.339
P: 0.3270 1.1849 2.7758  0.478
C: 1.2708 1.5067 4.3234  -0.003
C: 1.9125 2.7115 4.5915  0.058
C: 2.6204 2.8873 5.7745  -0.730
C: 2.6937 1.8593 6.7024  -0.497
C: 2.0615 0.6502 6.4396  -0.579
C: 1.3616 0.4759 5.2568  -0.284
C: -1.3570 1.6168 3.3669  0.017
C: -1.6231 2.3495 4.5226  -0.253
C: -2.9296 2.6503 4.8768  -0.735
C: -3.9831 2.2283 4.0753  -0.447
C: -3.7286 1.4954 2.9254  -0.478
C: -2.4214 1.1826 2.5788  -0.071
P: 1.1757 2.0651 0.2477  -0.513
C: 2.6473 1.0497 0.6672  0.376
C: 2.7318 -0.2188 0.1055  0.083
C: 3.8096 -1.0459 0.3931  -0.440
C: 4.8044 -0.6121 1.2555  -0.602
C: 4.7189 0.6505 1.8337  -0.787
C: 3.6465 1.4757 1.5410  0.153
C: 1.9724 3.5423 -0.4806  0.551
C: 1.8249 3.7394 -1.8500  -0.722
C: 2.4532 4.8010 -2.4862  -0.534
C: 3.2238 5.6908 -1.7513  -0.554
C: 3.3642 5.5114 -0.3803  -0.803
C: 2.7469 4.4426 0.2482  0.022
H: -0.2549 4.1255 2.8830  0.365
H: -1.1350 3.5010 1.4669  0.203
H: 0.2629 4.5619 1.2474  0.562
H: 1.8533 3.5059 3.8584  0.170
H: 3.1143 3.8312 5.9721  0.416
H: 3.2471 1.9957 7.6231  0.364
H: 2.1246 -0.1614 7.1538  0.398
H: 0.8869 -0.4760 5.0438  0.427
H: -0.8021 2.6832 5.1464  0.311
H: -3.1284 3.2190 5.7770  0.385
H: -5.0019 2.4702 4.3522  0.353
H: -4.5450 1.1641 2.2960  0.406
H: -2.2077 0.6204 1.6768  0.315
H: 1.9229 -0.5631 -0.5274  -0.080
H: 3.8516 -2.0384 -0.0377  0.494
H: 5.6396 -1.2598 1.4920  0.361
H: 5.4851 0.9859 2.5223  0.417
H: 3.5736 2.4463 2.0149  0.011
H: 1.1930 3.0493 -2.3993  0.163
H: 2.3322 4.9399 -3.5534  0.420
H: 3.7106 6.5242 -2.2423  0.355
H: 3.9591 6.2085 0.1973  0.431
H: 2.8505 4.3082 1.3190  0.010
C: -3.0771 -0.8321 -0.6457  -0.221
O: -3.3393 0.3096 -1.4776  -0.428
C: -2.3549 1.1704 -1.6907  0.631
C: -2.8424 2.1723 -2.6952  -1.382
H: -3.1102 -1.7216 -1.2750  0.268
H: -3.8685 -0.8863 0.1015  0.331
H: -2.0957 -0.7699 -0.1775  -0.313
H: -3.7168 2.6938 -2.2939  0.337
H: -3.1521 1.6492 -3.6058  0.328
H: -2.0696 2.9022 -2.9179  0.302

***

No. 2
The following is a quantum chemistry calculation of a structure of composition C44H61N6O3SiTi in a non-equilibrium geometry, from the Open Molecules 2025 dataset.

- energy above the lowest of the compared OMol25 structures with the same formula, charge and spin (kcal/mol) = 12.07
- charge = -1

Each line ends with the Mulliken charge.
Element x y z (Å)
Ti: 0.6082 -0.0284 -0.4041  -1.585
C: -3.1329 -5.5140 -1.1065  -0.965
C: -1.9591 -5.0637 -1.9789  -1.273
C: -1.7691 -3.5821 -1.9762  0.549
C: -2.1498 -2.6731 -2.9100  0.674
C: -2.8751 -2.8963 -4.1981  -1.231
C: -4.3768 -2.6244 -4.0873  -1.180
C: -1.7469 -1.3782 -2.3929  0.227
N: -1.1268 -1.4966 -1.1994  0.644
C: -1.1320 -2.8247 -0.9159  0.234
C: -0.6071 -3.3758 0.2344  -1.378
C: -0.0459 -2.6853 1.2956  0.284
C: 0.2960 -3.3148 2.5481  0.662
C: 0.1199 -4.7652 2.8695  -1.409
C: -1.3127 -5.1064 3.2817  -1.243
C: 0.7400 -2.3260 3.3693  0.747
C: 0.6822 -1.1095 2.5983  0.004
C: 0.9784 0.1428 3.1114  -1.135
C: 0.6427 1.3321 2.5059  0.029
N: 0.0695 1.4456 1.2676  0.958
C: -0.3649 2.7355 1.2031  0.338
C: -1.1359 3.2775 0.1922  -1.005
C: -1.5339 2.6014 -0.9460  -0.571
N: -1.2354 1.3058 -1.2248  0.252
C: -1.8070 1.0699 -2.4446  0.742
C: -1.9939 -0.1666 -3.0216  -1.043
C: -2.3876 2.2803 -2.9955  0.278
C: -2.2481 3.2327 -2.0425  0.437
C: -2.7291 4.6496 -2.0630  -1.320
C: -4.0432 4.8333 -1.3021  -1.295
C: -2.9659 2.4102 -4.3664  -1.244
C: -1.8687 2.5405 -5.4243  -1.129
C: 0.0230 3.4801 2.3825  0.535
C: 0.6741 2.6057 3.1893  0.490
C: 1.2282 2.8479 4.5582  -1.389
C: 0.1781 2.6637 5.6552  -1.243
C: -0.2356 4.9350 2.6151  -1.090
C: 0.6945 5.8314 1.7947  -1.172
N: 0.1985 -1.3405 1.3457  0.722
C: 1.2246 -2.4440 4.7815  -1.255
C: 2.7500 -2.5141 4.8766  -0.923
H: -3.2378 -6.5997 -1.1134  0.415
H: -4.0665 -5.0772 -1.4643  0.251
H: -2.9970 -5.1899 -0.0743  0.112
H: -2.1197 -5.4040 -3.0051  0.419
H: -1.0382 -5.5459 -1.6412  0.361
H: -2.7166 -3.9261 -4.5274  0.465
H: -2.4446 -2.2605 -4.9771  0.342
H: -4.8354 -3.3018 -3.3662  0.245
H: -4.8764 -2.7573 -5.0480  0.423
H: -4.5612 -1.6069 -3.7419  0.260
H: -0.6803 -4.4508 0.3409  0.480
H: 0.8079 -5.0409 3.6725  0.520
H: 0.4086 -5.3708 2.0070  0.464
H: -1.5983 -4.5463 4.1728  0.314
H: -1.4235 -6.1705 3.4944  0.409
H: -2.0132 -4.8397 2.4901  0.219
H: 1.3811 0.1859 4.1145  0.419
H: -1.4324 4.3129 0.2903  0.439
H: -2.4686 -0.1951 -3.9936  0.315
H: -2.8582 4.9705 -3.1000  0.548
H: -1.9657 5.3075 -1.6372  0.330
H: -4.8378 4.2487 -1.7674  0.320
H: -4.3516 5.8799 -1.2851  0.410
H: -3.9441 4.4874 -0.2728  0.277
H: -3.6273 3.2799 -4.4047  0.485
H: -3.5945 1.5434 -4.5902  0.391
H: -1.2997 3.4585 -5.2694  0.257
H: -2.2918 2.5659 -6.4295  0.423
H: -1.1558 1.7175 -5.3603  0.215
H: 1.6412 3.8591 4.6077  0.548
H: 2.0678 2.1733 4.7401  0.355
H: -0.6592 3.3465 5.5058  0.326
H: 0.5998 2.8476 6.6450  0.410
H: -0.2208 1.6491 5.6346  0.253
H: -0.1048 5.1578 3.6774  0.402
H: -1.2778 5.1738 2.3812  0.401
H: 1.7349 5.6393 2.0581  0.311
H: 0.4850 6.8876 1.9700  0.411
H: 0.5859 5.6324 0.7286  0.203
H: 0.7884 -3.3357 5.2390  0.450
H: 0.8599 -1.5965 5.3693  0.382
H: 3.1305 -3.3605 4.3049  0.260
H: 3.0763 -2.6213 5.9126  0.493
H: 3.2089 -1.6169 4.4611  -0.024
N: 1.4065 2.8990 -1.3789  0.052
C: 1.6694 2.6702 -2.7843  -1.109
C: 1.2966 1.2911 -3.3125  0.553
O: 1.3238 1.1616 -4.5436  -0.808
N: 1.1281 0.2742 -2.4523  1.100
C: 1.2809 -1.0053 -3.1333  -0.770
C: 1.5465 -2.0771 -2.1071  0.148
O: 1.7581 -3.2390 -2.3928  -0.759
O: 1.5328 -1.6261 -0.8751  0.000
H: 0.4426 3.1674 -1.2337  -0.329
H: 1.9824 3.6444 -1.0051  0.308
H: 2.7522 2.7098 -2.9509  0.412
H: 1.2240 3.4073 -3.4650  0.289
H: 2.1215 -0.9872 -3.8378  0.661
H: 0.4028 -1.2891 -3.7260  0.092
C: 4.5928 0.1018 2.4578  -0.818
Si: 3.9491 -0.5831 0.8083  0.354
C: 5.3919 -0.4719 -0.4085  -1.336
C: 3.6550 -2.4235 1.0292  -0.675
C: 2.5957 0.5453 0.1990  -0.373
H: 5.1486 1.0255 2.2834  0.318
H: 3.7719 0.3401 3.1345  -0.032
H: 5.2586 -0.6023 2.9614  0.325
H: 6.2581 -1.0311 -0.0478  0.335
H: 5.6943 0.5645 -0.5654  0.303
H: 5.1081 -0.8852 -1.3771  0.349
H: 4.5655 -2.8695 1.4416  0.559
H: 3.4277 -2.8986 0.0767  0.250
H: 2.8327 -2.6443 1.7030  -0.143
H: 2.9389 0.9079 -0.7726  0.812
H: 2.5407 1.4216 0.8500  0.498